Density functional theory data (wB97M-V/def2-TZVPD) for C25H20BrN6O7PtS2 as an isolated structure.

Charge: -1
Frontier orbital gap (eV): 7.74
Energy (a.u.): -5309.680779

Atoms and positions in Å:
O1 1.046 -1.132 4.260
S1 1.166 0.270 4.434
H1 -4.654 -0.636 -3.921
C1 -1.627 1.896 -0.047
Pt1 -0.102 -0.572 -0.195
H2 -3.776 3.646 -1.992
H3 2.547 -2.087 -4.218
H4 -5.429 -1.808 -2.847
N1 0.901 -0.284 -1.936
C2 -3.922 0.086 3.364
H5 -4.160 -2.914 -1.162
C3 4.242 -1.584 2.874
H6 -3.603 -1.385 -0.453
N2 -1.145 -0.850 1.470
C4 1.442 -1.337 -2.558
C5 2.374 2.064 0.374
N3 -5.056 0.275 3.275
C6 -2.252 0.597 -1.972
O2 0.726 1.151 3.408
H7 4.312 -2.662 2.898
H8 -2.425 -2.589 -0.993
C7 1.029 0.936 -2.476
H9 -4.977 -0.211 -2.226
O3 1.450 -1.903 0.561
O4 3.312 -3.396 0.892
N4 -1.221 0.256 5.650
C8 -2.442 2.940 -0.460
H10 5.142 1.203 4.569
H11 -3.601 1.574 -3.317
C9 2.123 -1.209 -3.753
N5 2.728 0.971 0.714
C10 -1.496 0.719 -0.794
H12 -2.514 3.837 0.143
H13 3.921 2.252 2.694
H14 -2.328 -0.387 -3.869
H15 -1.066 2.004 0.875
C11 -2.531 -0.153 3.486
S2 2.926 -2.059 0.522
H16 1.322 -2.289 -2.069
H17 0.571 1.759 -1.947
N6 -3.379 -1.593 -2.569
C12 -4.671 -1.025 -2.901
C13 1.716 1.124 -3.658
O5 1.874 0.794 5.547
C14 4.817 -0.799 3.864
C15 3.443 0.386 1.761
H18 2.806 0.183 -5.249
C16 -1.852 0.080 4.695
C17 4.710 0.582 3.796
Br1 1.879 2.871 -4.350
C18 -3.148 2.834 -1.649
C19 -3.392 -2.140 -1.223
C20 2.272 0.043 -4.319
C21 3.555 -1.002 1.819
C22 4.026 1.175 2.747
C23 -1.777 -0.536 2.384
C24 -2.269 -0.667 -2.813
H19 -1.344 -1.227 -2.667
H20 5.337 -1.266 4.689
O6 3.511 -1.541 -0.699
C25 -3.045 1.667 -2.389
O7 1.981 3.069 -0.074